Entry 1:
Computed, not measured: a molecular structure, C30H48BN6O2S4V, with ωB97M-V/def2-TZVPD.

Geometry (Å):
V: -0.571 -0.015 -0.065
S: -0.045 -0.413 -2.430
S: -1.103 3.149 -0.095
S: 1.561 0.785 0.669
S: -0.986 -1.289 1.993
O: -1.555 1.673 -0.199
O: -2.430 -0.999 -0.677
N: -1.562 -4.006 1.847
N: 0.049 -3.343 0.533
N: 1.415 -2.594 -1.548
N: 2.129 -1.910 0.829
N: 3.428 -0.673 2.075
N: 1.666 -2.178 -3.680
C: 0.467 4.203 1.843
C: -2.177 -3.566 4.196
C: -0.885 2.926 3.921
C: -1.301 2.729 2.617
C: 3.005 1.171 3.663
C: 3.013 -2.752 1.474
C: 1.055 -1.759 -2.553
C: 0.863 4.407 3.157
C: -0.862 -2.927 1.441
C: 2.425 -3.295 -3.372
C: -3.740 -0.387 -0.546
C: -2.694 -4.038 2.837
C: 2.082 -0.122 -4.992
C: 0.189 3.770 4.189
C: 3.817 -1.991 2.239
C: -4.789 -1.228 -1.234
C: 0.149 -1.665 -5.564
C: -1.076 -5.116 1.176
C: 4.676 1.438 1.766
C: -3.829 -3.158 2.315
C: 2.391 -0.641 1.210
C: 2.274 -3.546 -2.059
C: -2.676 3.998 -0.111
C: 1.586 -1.566 -5.056
C: 2.495 -2.352 -5.998
C: 4.062 0.488 2.793
C: 5.176 -0.037 3.695
C: -3.198 -5.472 2.971
C: -0.086 -4.704 0.360
C: -0.618 3.377 1.594
B: 1.001 -2.343 -0.106
H: -4.579 -1.319 -2.302
H: -2.999 -3.583 4.911
H: -2.495 5.054 0.086
H: 2.985 -3.820 1.351
H: -4.105 -3.459 1.302
H: 2.505 0.436 4.297
H: -2.425 -6.147 3.340
H: -1.395 -4.234 4.559
H: 4.622 -2.283 2.882
H: -3.321 3.569 0.654
H: -1.402 2.431 4.732
H: 1.700 5.058 3.373
H: 2.167 0.266 -6.006
H: -3.102 3.872 -1.105
H: 5.170 2.254 2.294
H: -1.788 -2.551 4.155
H: -4.840 -2.226 -0.801
H: -3.602 -5.854 2.033
H: 2.181 -3.391 -6.103
H: -5.766 -0.758 -1.128
H: 4.799 -0.712 4.465
H: -3.915 -0.325 0.527
H: -3.551 -2.107 2.315
H: 3.932 1.868 1.099
H: -0.546 -1.103 -4.944
H: -0.173 -2.706 -5.606
H: 3.497 1.898 4.309
H: 5.427 0.919 1.169
H: -1.474 -6.101 1.322
H: -2.276 -1.212 -1.610
H: 3.013 -3.814 -4.102
H: 5.621 0.817 4.201
H: 3.069 -0.077 -4.528
H: 2.719 -4.310 -1.447
H: 3.540 -2.310 -5.687
H: -3.703 0.622 -0.956
H: 0.512 -5.262 -0.338
H: -4.701 -3.283 2.955
H: -2.135 2.075 2.392
H: 0.996 4.677 1.025
H: 0.104 -1.256 -6.572
H: 1.404 0.524 -4.440
H: 5.966 -0.529 3.128
H: -4.007 -5.474 3.699
H: 2.257 1.690 3.070
H: 0.501 3.928 5.213
H: 2.429 -1.893 -6.983
H: 0.352 -1.381 -0.290

Output
expectation value of S²: 2.025
multiplicity: 3
gap between HOMO and LUMO (alpha / beta): 7.336 / 8.287 eV
total charge: +2
ΔE to the lowest compared entry with this formula, charge and spin: 2.3 kcal/mol
highest occupied orbital energy (alpha / beta): -13.071 / -13.057 eV


Entry 2:
Computed, not measured: a molecular structure, C30H48GaP2Te in a non-equilibrium geometry, with ωB97M-V/def2-TZVPD.

Geometry (Å):
Te: -1.300 2.188 0.008
Ga: 0.165 2.628 -5.589
P: -2.652 0.028 -3.455
P: 1.016 2.710 -0.659
C: 1.442 -3.658 -0.673
C: 1.793 4.047 0.268
C: 1.622 -1.940 1.237
C: -0.494 -2.692 0.752
C: -0.705 -0.475 -5.851
C: -1.627 -3.455 0.187
C: 1.050 -0.312 3.171
C: 2.016 1.215 -0.426
C: -1.732 1.864 -7.443
C: 3.092 -1.801 1.259
C: -1.610 1.913 -5.892
C: 0.039 2.876 -3.489
C: -1.488 2.700 3.053
C: -1.837 -1.318 2.479
C: 0.802 -0.191 -5.684
C: -1.399 4.868 4.153
C: -1.346 5.508 2.905
C: 0.875 -2.795 0.384
C: -2.083 -1.670 -3.058
C: 0.713 -1.285 2.114
C: -0.596 -1.745 1.805
C: -4.391 -0.321 -3.929
C: 0.827 1.933 -7.260
C: -1.358 4.751 1.727
C: 1.198 3.101 -2.507
C: 1.317 1.168 -6.145
C: -0.370 1.546 -8.136
C: -1.471 3.470 4.227
C: -1.728 0.529 -5.322
C: -1.403 3.347 1.808
H: 0.671 -3.955 -1.394
H: 1.111 4.463 1.019
H: 1.373 0.346 -0.248
H: -2.076 2.849 -7.789
H: -2.488 1.136 -7.769
H: 1.553 2.582 -7.762
H: -0.902 -0.618 -6.926
H: -2.185 -3.972 0.981
H: -4.610 0.060 -4.933
H: -2.352 2.598 -5.460
H: -4.623 -1.390 -3.865
H: -2.342 -2.804 -0.336
H: 2.084 4.838 -0.437
H: -1.644 -1.601 -2.052
H: 2.134 -0.269 3.334
H: 1.482 4.165 -2.523
H: 1.077 -0.318 -4.624
H: 2.675 1.349 0.441
H: 0.702 0.704 2.924
H: -2.189 -0.347 2.096
H: 3.398 -0.757 1.410
H: 2.238 -3.133 -1.221
H: 2.081 2.520 -2.820
H: -1.521 2.975 5.199
H: 2.370 1.326 -5.886
H: -0.546 1.990 -3.193
H: -1.275 -4.213 -0.522
H: -1.329 5.232 0.748
H: 1.343 -0.995 -6.217
H: -1.565 1.611 3.089
H: -1.393 5.463 5.068
H: 2.624 1.023 -1.321
H: -1.679 -1.212 3.561
H: -0.655 3.734 -3.475
H: -2.933 -2.363 -3.034
H: -0.323 0.497 -8.471
H: 1.884 -4.578 -0.260
H: -0.910 -1.457 -5.405
H: -2.638 -2.051 2.321
H: -2.698 0.134 -5.688
H: -1.299 6.596 2.848
H: 3.538 -2.393 2.073
H: -5.005 0.232 -3.202
H: 3.533 -2.155 0.319
H: 2.684 3.641 0.765
H: 0.574 -0.593 4.123
H: -1.315 -2.047 -3.741
H: -0.321 2.149 -9.055

Output
gap between HOMO and LUMO (alpha / beta): 6.360 / 5.972 eV
total charge: +1
highest occupied orbital energy (alpha / beta): -9.363 / -9.263 eV


Entry 3:
Computed, not measured: a molecular structure, C30H48N5OsP2 in a non-equilibrium geometry, with ωB97M-V/def2-TZVPD.

Geometry (Å):
Os: 0.139 0.110 0.224
P: -0.271 -2.160 -0.582
P: -0.261 2.269 -0.723
N: -0.908 -0.733 4.448
N: 1.343 0.123 4.345
N: -0.089 0.293 2.382
N: 1.246 -0.023 -1.434
N: -0.458 1.573 4.368
C: 1.530 -2.320 -0.823
C: 2.115 -1.113 -1.309
C: -2.463 1.978 -2.455
C: 0.288 3.792 0.146
C: 0.103 5.071 -0.675
C: 4.282 -2.131 -1.306
C: 2.352 -3.409 -0.580
C: 2.006 0.629 -3.664
C: -2.565 -2.080 -2.223
C: -1.358 0.583 4.941
C: -1.037 -2.068 -2.268
C: -0.481 -3.112 -3.240
C: -0.895 -3.562 0.432
C: -0.544 1.633 2.957
C: 0.481 -0.924 4.897
C: 1.737 3.643 0.613
C: -2.077 2.387 -1.034
C: 0.621 2.106 -2.291
C: -2.307 -3.317 0.978
C: 2.008 1.586 -4.659
C: -0.846 -4.918 -0.293
C: 0.633 3.045 -3.310
C: 1.322 0.892 -2.467
C: -2.823 1.549 0.011
C: 1.333 2.790 -4.488
C: 3.495 -1.023 -1.543
C: 1.335 0.091 2.924
C: -0.976 -0.769 3.020
C: 0.913 1.439 4.849
C: 3.720 -3.314 -0.828
H: -0.852 -4.111 -3.019
H: -0.380 3.840 1.013
H: -3.050 -3.343 0.189
H: 1.702 -0.885 2.584
H: 2.501 -0.318 -3.824
H: 1.331 3.526 -5.280
H: -2.000 -0.587 2.684
H: 1.972 0.884 2.521
H: 2.034 4.518 1.191
H: -2.052 2.646 -3.209
H: 0.931 1.448 5.936
H: -1.648 -4.991 -1.026
H: -0.719 -1.077 -2.617
H: -2.556 -4.109 1.683
H: 4.354 -4.172 -0.649
H: -2.334 3.438 -0.877
H: 1.534 2.237 4.442
H: -0.813 -2.855 -4.246
H: 5.349 -2.075 -1.478
H: -1.003 -5.707 0.442
H: 0.211 5.929 -0.012
H: 0.609 -3.140 -3.248
H: 2.415 3.569 -0.240
H: -3.549 2.002 -2.548
H: -0.189 -3.579 1.274
H: 3.933 -0.095 -1.881
H: 0.873 5.154 -1.441
H: 0.108 2.417 2.583
H: -2.377 0.794 4.616
H: -2.950 -3.071 -1.997
H: -2.129 0.963 -2.687
H: 0.848 -1.898 4.567
H: -0.876 5.148 -1.147
H: -0.643 -1.744 2.659
H: 1.948 -4.338 -0.215
H: 0.089 -5.119 -0.801
H: -1.581 1.815 2.668
H: -2.725 1.957 1.018
H: -2.979 -1.375 -1.499
H: -3.887 1.520 -0.223
H: -2.948 -1.806 -3.206
H: 0.091 3.974 -3.210
H: 0.519 -0.886 5.984
H: -2.405 -2.361 1.497
H: 1.892 2.759 1.234
H: 2.528 1.387 -5.586
H: -1.294 0.614 6.027
H: -2.479 0.500 0.016

Output
expectation value of S²: 6.045
multiplicity: 5
gap between HOMO and LUMO (alpha / beta): 7.074 / 4.506 eV
total charge: +3
highest occupied orbital energy (alpha / beta): -16.503 / -16.442 eV


Entry 4:
Computed, not measured: 8 unconnected molecules or ions with the total composition C30H48O12S2 in a non-equilibrium geometry, with ωB97M-V/def2-TZVPD.

Geometry (Å):
S: -23.959 10.920 -11.306
S: -15.224 12.089 -14.244
O: -19.742 13.760 -18.389
O: -22.820 11.664 -11.946
O: -13.808 11.811 -14.713
O: -12.814 10.311 -17.714
O: -21.874 7.939 -8.060
O: -18.404 10.144 -10.412
O: -22.239 14.480 -13.783
O: -20.206 14.615 -12.969
O: -16.398 10.718 -11.149
O: -20.093 11.783 -19.330
O: -15.019 10.216 -17.606
O: -20.933 6.513 -9.496
C: -19.485 12.241 -10.485
C: -18.303 8.966 -13.604
C: -22.970 13.752 -14.773
C: -20.901 7.356 -8.449
C: -18.716 10.139 -15.646
C: -11.677 9.997 -16.902
C: -19.285 12.774 -18.890
C: -17.918 11.407 -20.264
C: -23.981 11.519 -9.582
C: -20.955 14.068 -13.734
C: -13.675 8.859 -16.069
C: -18.670 6.878 -9.012
C: -17.834 12.357 -19.079
C: -20.082 9.888 -15.526
C: -19.630 10.781 -9.980
C: -20.579 9.279 -14.392
C: -15.892 13.181 -15.533
C: -23.154 9.329 -10.997
C: -19.338 10.859 -20.173
C: -21.889 13.233 -15.724
C: -19.519 7.324 -7.823
C: -13.958 9.879 -17.165
C: -19.621 6.104 -9.921
C: -17.571 10.986 -11.000
C: -15.174 13.308 -12.902
C: -20.727 12.973 -14.744
C: -17.820 9.693 -14.686
C: -18.206 12.312 -11.319
C: -19.684 8.793 -13.449
C: -12.145 8.767 -16.112
H: -22.860 8.970 -11.981
H: -18.389 12.316 -12.394
H: -21.623 8.989 -14.386
H: -11.438 10.859 -16.278
H: -22.957 11.555 -9.213
H: -19.410 6.418 -10.945
H: -20.826 12.022 -14.225
H: -19.056 8.178 -7.342
H: -23.608 12.955 -14.393
H: -22.203 12.339 -16.258
H: -17.608 8.590 -12.864
H: -20.443 10.268 -10.482
H: -19.358 9.911 -19.637
H: -19.592 5.016 -9.890
H: -17.546 13.088 -10.949
H: -14.416 14.073 -13.051
H: -21.634 14.025 -16.426
H: -14.111 7.890 -16.289
H: -11.679 8.770 -15.125
H: -17.217 13.226 -19.294
H: -17.472 11.875 -18.171
H: -18.378 10.504 -16.609
H: -20.073 8.302 -12.563
H: -16.206 13.662 -12.858
H: -16.018 12.465 -16.347
H: -24.596 10.933 -8.901
H: -16.850 13.588 -15.212
H: -18.245 7.718 -9.564
H: -10.800 9.800 -17.516
H: -24.380 12.532 -9.636
H: -23.609 14.467 -15.292
H: -20.412 12.525 -10.992
H: -19.744 13.117 -15.184
H: -22.286 9.554 -10.385
H: -20.661 10.167 -16.398
H: -19.544 12.956 -9.662
H: -15.021 12.835 -11.931
H: -19.867 10.843 -21.122
H: -11.801 7.855 -16.601
H: -16.756 9.843 -14.794
H: -19.496 6.493 -7.112
H: -23.731 8.577 -10.458
H: -17.798 6.337 -8.636
H: -15.200 13.964 -15.832
H: -19.661 10.796 -8.893
H: -13.975 9.270 -15.107
H: -17.685 11.891 -21.209
H: -17.239 10.565 -20.127

Output
gap between HOMO and LUMO: 9.375 eV
total charge: 0
ΔE to the lowest compared entry with this formula, charge and spin: 7.5 kcal/mol
highest occupied orbital energy: -8.821 eV


Entry 5:
Computed, not measured: 12 unconnected molecules or ions with the total composition C30H49Br23N2 in a non-equilibrium geometry, with ωB97M-V/def2-TZVPD.

Geometry (Å):
Br: -2.029 -3.483 -6.668
Br: -0.526 -5.324 -2.522
Br: -6.244 4.823 1.295
Br: -7.681 6.413 -1.711
Br: 3.196 7.136 -1.269
Br: -2.568 -1.370 7.320
Br: 0.005 7.464 0.559
Br: -0.695 13.439 -1.649
Br: -3.261 -1.569 3.590
Br: 2.878 -4.517 4.833
Br: 6.162 0.876 -4.037
Br: 7.489 -6.412 1.561
Br: 0.401 -5.726 7.288
Br: 6.316 -2.928 1.216
Br: 6.730 -2.695 -3.291
Br: -0.858 -0.977 -4.227
Br: 3.888 -5.609 0.512
Br: 0.858 -0.560 6.214
Br: 3.337 -2.025 -0.227
Br: 1.981 -4.131 -4.956
Br: -2.679 -5.137 4.326
Br: -0.467 -1.474 0.654
Br: -1.543 10.334 -3.457
N: -2.760 0.737 0.467
N: -2.440 3.911 0.491
C: -2.164 -0.804 -5.664
C: -3.009 -2.047 -5.786
C: 1.977 -6.242 4.951
C: 0.107 3.555 0.677
C: -1.750 10.777 -1.569
C: -1.362 2.959 0.578
C: 7.777 -3.653 2.283
C: -8.539 5.314 -0.349
C: 2.422 -4.737 -0.432
C: 0.453 7.965 -1.271
C: 2.920 -3.603 -1.294
C: -1.135 -2.553 6.729
C: 0.205 -2.084 7.239
C: -4.160 -4.281 3.389
C: 1.230 1.090 0.765
C: -3.852 1.651 0.385
C: 8.505 -4.747 1.543
C: 0.538 -6.078 5.375
C: 5.256 -1.835 -4.233
C: 1.386 2.662 0.766
C: -3.672 -3.146 2.523
C: 5.746 -0.703 -5.101
C: -0.378 -5.671 -4.434
C: -3.674 3.198 0.405
C: -1.496 1.417 0.574
C: -0.198 0.513 0.662
C: 1.061 -5.847 -4.850
C: -8.001 5.626 1.025
C: 1.365 6.947 -1.910
C: -2.185 12.210 -1.388
H: 3.820 -3.852 -1.858
H: 2.431 3.145 0.823
H: -1.384 -3.530 7.144
H: 1.977 -5.520 -1.049
H: 1.635 -6.474 -4.167
H: -3.346 -2.436 -4.825
H: -2.780 0.053 -5.386
H: 1.423 7.107 -2.988
H: -0.018 -7.004 5.216
H: 4.537 -1.519 -3.476
H: 8.441 -2.807 2.468
H: -2.519 12.383 -0.364
H: 0.027 -5.261 4.863
H: -9.601 5.562 -0.411
H: 2.165 0.437 0.850
H: 2.036 -6.662 3.945
H: -7.895 6.694 1.216
H: -4.909 1.216 0.299
H: 2.141 -3.278 -1.986
H: 1.701 -4.422 0.323
H: -4.602 -5.070 2.777
H: -0.942 -6.591 -4.600
H: -0.503 8.008 -1.795
H: 0.222 4.705 0.670
H: 8.700 -4.505 0.498
H: 6.645 -0.951 -5.666
H: 4.812 -2.624 -4.843
H: -1.190 -2.601 5.641
H: -4.879 -3.970 4.146
H: 0.885 8.966 -1.230
H: -0.878 -4.847 -4.945
H: -0.801 10.549 -1.083
H: 4.965 -0.383 -5.792
H: -2.972 12.512 -2.078
H: -4.453 -2.825 1.832
H: -1.609 -0.568 -6.572
H: -3.877 -1.863 -6.422
H: 1.122 -6.264 -5.857
H: 0.960 -2.861 7.106
H: -2.516 10.093 -1.200
H: -8.397 4.274 -0.643
H: -4.635 3.837 0.297
H: 1.064 5.917 -1.715
H: -8.635 5.185 1.796
H: 7.346 -3.984 3.229
H: 9.448 -4.985 2.038
H: -2.772 -3.391 1.957
H: 0.186 -1.779 8.286
H: 2.560 -6.860 5.633

Output
gap between HOMO and LUMO: 7.495 eV
SMILES: Brc1cccc2nccnc12.BrCCBr.BrCCBr.BrCCBr.BrCCBr.BrCCBr.BrCCBr.BrCCBr.BrCCBr.BrCCBr.BrCCBr.BrCCBr
total charge: 0
highest occupied orbital energy: -8.332 eV


| no. | electronic energy (eV) |
| --- | --- |
| 1 | -114623.5098 |
| 2 | -110123.9245 |
| 3 | -60357.4486 |
| 4 | -78128.3019 |
| 5 | -1645858.2547 |